# 1
C4H7NOS | the ωB97M-V functional and the def2-TZVPD basis

The SMILES is NC(=O)[C@@H]1CCS1. Its net charge is 0. The energy above the lowest of the compared OMol25 structures with the same formula, charge and spin is 49.7 kcal/mol.

Each line ends with the Löwdin charge.
Geometry (Å):
C -0.4896 -1.4790 0.0245  -0.5481
C 0.7117 -0.4459 -0.2147  -0.4687
C 0.9916 0.6716 0.7676  -0.3536
C 0.2632 1.7824 0.0371  -0.3961
H -1.8322 -0.7032 -1.5557  0.1050
H -2.3581 -2.0642 -0.6408  0.1036
H 1.7313 -0.9015 -0.2882  0.1188
H 0.9852 0.5804 1.9591  0.1674
H 1.9922 0.7971 0.6330  0.0463
H -0.8569 1.5651 0.4434  0.1046
H 0.4592 3.0110 0.2138  0.1400
N -1.6700 -1.3094 -0.6739  0.1104
O -0.3359 -2.2629 0.9070  0.0697
S 0.4082 0.7585 -1.6121  0.8007

***

# 2
C9H13BO3 | the ωB97M-V functional and the def2-TZVPD basis

Its total energy is -601.17776 a.u. Its spin multiplicity is 3. Its net charge is 0. The expectation value of S² is 2.03.

Each line ends with the Löwdin charge.
Geometry (Å):
B 0.2538 0.6057 -1.5989  -0.4051
C 1.7108 1.6950 0.3845  0.0316
C 2.6715 1.1328 1.3277  0.0391
C 1.4304 0.6791 -0.5213  -0.0905
C 2.8243 -0.1546 0.9063  -0.2549
C 3.5893 -1.2917 1.4298  -0.2837
C -2.2252 0.7731 0.4712  -0.0998
C -2.8065 -1.5247 0.1070  -0.0640
C -0.9763 -0.4751 -1.3381  -0.0639
C -1.5942 -0.5121 0.0903  -0.4611
O 4.2872 -1.3100 2.4010  0.0278
O 2.0613 -0.4762 -0.1218  0.0692
O 0.4326 1.4245 -2.6219  0.1745
H 1.4661 2.7867 0.4421  0.1394
H 3.1687 1.6661 2.1429  0.1288
H 3.2698 -2.1903 0.8423  0.1239
H -2.9716 1.0805 -0.2809  0.0977
H -1.5162 1.5581 0.4596  0.0518
H -2.6189 0.6115 1.5380  0.1175
H -3.2186 -1.3988 1.1047  0.0794
H -2.3774 -2.4489 -0.2712  0.0815
H -3.3985 -1.1296 -0.6402  0.0387
H -0.5117 -1.4595 -1.6168  0.1212
H -1.8083 -0.2493 -2.0658  0.1165
H -1.0208 -0.8915 0.8952  0.1194
H -0.1218 1.4991 -3.4659  0.1653

***

# 3
C4H7NO2 | the ωB97M-V functional and the def2-TZVPD basis

Its net charge is 0. The energy above the lowest of the compared OMol25 structures with the same formula, charge and spin is 67.8 kcal/mol.

Each line ends with the Löwdin charge.
Geometry (Å):
C 1.2894 -1.1978 0.1894  -0.0049
C 0.3229 -0.0727 -0.1117  -0.5791
C 0.7967 1.1720 -0.6638  0.1694
O -0.1388 -0.2283 -1.4772  -0.0309
C -0.9698 -0.0957 0.6939  -0.4842
O -1.1020 -0.8879 1.5942  0.0728
N -2.0084 0.6913 0.3061  0.1718
H 2.2553 -0.9998 -0.2777  0.0843
H 1.4042 -1.3676 1.2506  0.0809
H 0.8946 -2.1303 -0.2405  0.1026
H 0.2537 2.1192 -0.5315  0.1029
H 1.8693 1.3298 -0.8594  0.1080
H -2.9241 0.5426 0.7157  0.1206
H -1.9429 1.1252 -0.5881  0.0859

***

# 4
C8H12NS | the ωB97M-V functional and the def2-TZVPD basis

The SMILES is C[C@H]1S\C=C/C=C\C=C/1[NH3+]. Its net charge is +1. The energy above the lowest of the compared OMol25 structures with the same formula, charge and spin is 79.8 kcal/mol.

Each line ends with the Löwdin charge.
Geometry (Å):
C 0.2260 -0.8787 -1.9024  -0.0647
C 1.1517 0.0070 -1.5281  -0.1099
C -0.2828 -1.8295 -0.9738  -0.1209
C 1.4921 0.3956 -0.2381  -0.0113
C -0.7855 -1.7604 0.2891  -0.4123
C -0.9130 0.7517 0.6642  -0.5753
C 0.4951 0.1684 0.7215  -0.2477
C -1.2683 1.5785 -0.5845  -0.1049
N 0.8984 0.2798 2.2363  0.2533
S -1.9536 -0.7099 1.0773  0.9645
H 0.2161 -1.1863 -2.9765  0.1490
H 1.6653 0.4363 -2.3443  0.1169
H 0.0675 -2.7749 -1.3229  0.1181
H 2.4764 0.4968 0.0476  0.1035
H -0.9332 -2.7462 0.7733  0.0811
H -1.2483 1.4902 1.4362  0.1154
H -0.6850 2.5803 -0.6219  0.1275
H -2.3554 1.7930 -0.4846  0.0884
H -1.3283 1.1683 -1.5982  0.0737
H 1.0087 1.2428 2.3188  0.1379
H 1.7904 -0.2423 2.2188  0.1792
H 0.2656 -0.2604 2.7925  0.1386

***

Question: Number 4 is which compound?
Answer: C8H12NS